9
Properties=species:S:1:pos:R:3:nbo_charge:R:1 method="wB97M-V/def2-TZVPD" relative_energy_ev=0.788 total_energy_ev=-13683.58406 smiles="O=C(F)C(O)(O)F" lumo_energy_ha=0.0090
C 1.2815 -0.3516 -0.1845 0.80
C -0.2461 -0.1335 0.0922 0.73
O 1.9308 0.4609 -0.7494 -0.50
O -0.9324 0.0180 -1.0699 -0.68
O -0.3177 0.9836 0.9191 -0.71
F 1.8363 -1.3777 0.3948 -0.29
F -0.6361 -1.2616 0.7217 -0.33
H -1.9017 -0.0244 -0.7961 0.49
H -1.0146 1.6863 0.6721 0.51

9
Properties=species:S:1:pos:R:3:nbo_charge:R:1 method="wB97M-V/def2-TZVPD" relative_energy_ev=5.633 total_energy_ev=-13678.73916 smiles="O=C(F)C(O)(O)F" lumo_energy_ha="-0.0597 / -0.0591"
C 1.1520 0.1231 -0.1558 0.81
C -0.3951 0.3559 0.2457 0.76
O 1.5045 -1.5791 -0.3164 -0.69
O -0.9690 -0.8708 0.3162 -0.71
O -1.0462 1.0304 -0.6623 -0.68
F 2.1644 0.8247 -0.2332 -0.21
F -0.3903 1.1200 1.4289 -0.34
H -0.2406 -1.5857 0.3956 0.55
H -1.7796 0.5815 -1.0188 0.52

9
Properties=species:S:1:pos:R:3:nbo_charge:R:1 method="wB97M-V/def2-TZVPD" relative_energy_ev=0.316 total_energy_ev=-13678.76677 spin_multiplicity=3 lumo_energy_ha="0.0185 / -0.0791"
C 0.8664 -0.9065 1.0001 0.80
C -0.2970 0.5970 -0.6297 0.76
O 0.9556 -2.1038 0.9567 -0.50
O -0.4660 1.6864 0.1304 -0.67
O -1.2096 -0.2033 -1.0935 -0.73
F 1.4955 -0.1704 1.9283 -0.32
F 0.7383 0.7087 -1.5125 -0.36
H -1.0327 1.3641 0.8382 0.49
H -1.0506 -0.9722 -1.6180 0.53

7
Properties=species:S:1:pos:R:3:nbo_charge:R:1 method="wB97M-V/def2-TZVPD" relative_energy_ev=2.016 total_energy_ev=-18373.77325 lumo_energy_ha=0.0109
C -0.6848 0.1001 -0.7940 0.06
C -0.5988 -0.5018 0.5582 -0.06
F -1.1511 -0.7561 -1.7481 -0.32
F -1.1864 -2.1285 0.4278 -0.47
S -1.8455 0.6754 0.4802 0.29
H -0.0020 0.8323 -1.4027 0.23
H 0.2455 -0.7680 1.3781 0.28

7
Properties=species:S:1:pos:R:3:nbo_charge:R:1 method="wB97M-V/def2-TZVPD" relative_energy_ev=0.592 total_energy_ev=-18375.19700 smiles=FC1(F)CS1 lumo_energy_ha=0.0244
C 0.4001 -0.2895 -0.6864 -0.55
C -0.3391 0.3309 0.4932 0.59
F 0.0600 1.2939 1.3381 -0.31
F -1.6788 0.4657 0.4746 -0.32
S 0.3090 -1.3164 0.8398 0.11
H -0.2037 -0.2776 -1.5778 0.24
H 1.4526 -0.2070 -0.8815 0.25

7
Properties=species:S:1:pos:R:3:nbo_charge:R:1 method="wB97M-V/def2-TZVPD" relative_energy_ev=0.851 total_energy_ev=-18370.63864 spin_multiplicity=3 lumo_energy_ha="0.0271 / -0.1237"
C 0.8223 0.1046 0.0221 -0.75
C -0.7516 -0.1419 -0.0595 0.44
F -1.2921 -0.7704 -1.0731 -0.31
F -1.2238 -0.8191 0.9685 -0.32
S -0.3323 1.5856 -0.1029 0.47
H 1.2613 0.0608 0.9603 0.24
H 1.5163 -0.0196 -0.7153 0.23